#one
{"formula": "C5H12NOS", "method": "wB97M-V/def2-TZVPD", "homo_energy_ev": -3.2, "charge": -1, "homo_lumo_gap_ev": 7.2, "species": ["H", "S", "N", "C", "H", "C", "H", "H", "H", "C", "C", "H", "O", "H", "H", "C", "H", "H", "H", "H"], "xyz": [[-0.091, -0.755, -0.829], [-0.371, 1.281, 1.467], [0.655, 2.370, -1.406], [-1.271, -3.621, 0.266], [-1.243, -4.172, -0.679], [-0.951, -1.439, -0.911], [1.996, 1.731, 1.733], [-1.850, -0.810, -1.028], [-0.850, -2.078, -1.802], [1.191, 2.136, 1.088], [-1.107, -2.273, 0.346], [0.618, 3.365, -1.375], [-1.263, -1.703, 1.589], [2.001, 0.952, -0.537], [-1.030, -0.728, 1.558], [1.632, 1.987, -0.378], [-1.339, -4.177, 1.205], [1.067, 3.201, 1.338], [2.486, 2.672, -0.540], [-0.280, 2.060, -1.103]]}

#two
{"formula": "C5H12NOS", "method": "wB97M-V/def2-TZVPD", "smiles": "[O-]CCNCCCS", "homo_energy_ev": -2.1, "charge": -1, "homo_lumo_gap_ev": 4.8, "species": ["S", "O", "C", "H", "H", "C", "H", "H", "C", "H", "C", "H", "H", "H", "C", "H", "H", "H", "H", "N"], "xyz": [[-1.641, -1.524, 2.506], [2.255, 0.851, -3.656], [1.497, 0.008, -1.530], [0.317, 1.219, -2.915], [2.284, 0.702, -1.220], [0.698, 0.832, 0.684], [-0.333, 1.475, 2.462], [-0.103, -0.655, -0.335], [-1.700, -0.028, 1.497], [1.411, 0.190, 1.273], [1.164, 0.489, -3.006], [1.897, -0.984, -1.389], [-2.718, 0.297, 1.604], [-1.026, 1.965, 0.936], [-0.600, 1.050, 1.489], [0.592, -0.367, -3.497], [-1.759, -0.337, 0.416], [1.133, 1.799, 0.449], [-1.127, -2.476, 1.714], [0.337, 0.212, -0.609]]}

#three
{"formula": "C5H12NOS", "method": "wB97M-V/def2-TZVPD", "homo_energy_ev": -3.5, "charge": -1, "homo_lumo_gap_ev": 6.8, "species": ["N", "H", "H", "C", "H", "O", "H", "S", "C", "H", "C", "H", "C", "H", "H", "H", "H", "C", "H", "H"], "xyz": [[-0.567, -1.758, 0.602], [0.153, -0.853, -1.630], [0.913, 1.268, 0.837], [-0.652, 1.145, -1.650], [0.859, -1.682, 2.189], [1.671, -2.529, 0.514], [-0.332, -0.202, 3.441], [-0.842, 2.607, -0.649], [-0.421, -0.329, 0.374], [-1.183, 0.330, 0.750], [0.380, 0.045, -1.071], [1.731, -0.395, 0.615], [0.873, 0.248, 0.451], [0.295, 0.211, 3.349], [0.208, -3.290, 1.754], [-1.584, 0.593, -1.791], [-0.379, -2.180, -0.291], [0.643, -2.356, 1.331], [-0.311, 1.448, -2.614], [1.258, 0.376, -1.598]]}

#four
{"formula": "C5H12NOS", "method": "wB97M-V/def2-TZVPD", "smiles": "C[C@H](CCS)NC[O-]", "homo_energy_ev": -2.3, "charge": -1, "homo_lumo_gap_ev": 5.1, "species": ["H", "C", "H", "H", "H", "H", "S", "H", "C", "C", "H", "O", "C", "H", "H", "N", "H", "H", "C", "H"], "xyz": [[2.103, -1.794, -0.113], [-0.417, -0.266, 0.102], [-1.960, 0.752, 1.254], [-0.302, 1.605, -0.657], [1.255, 0.817, 1.101], [4.119, 0.787, -0.079], [3.874, -0.492, 0.364], [-1.906, -1.130, 1.416], [1.016, -0.200, 0.682], [-1.393, -0.297, 1.244], [-2.577, -0.281, -1.146], [-2.766, 1.639, -0.971], [-1.977, 0.684, -1.540], [0.893, -0.955, 1.520], [2.172, -0.137, -1.136], [-0.521, 0.642, -1.008], [-2.028, 0.678, -2.595], [-0.577, -1.200, -0.525], [2.110, -0.740, -0.172], [-1.118, -0.111, 2.259]]}

Relative energies, unit kJ/mol: #one 0.0; #two 216.4; #three 539.5; #four 310.0

#one
{"formula": "C3H4BrCl", "method": "wB97M-V/def2-TZVPD", "smiles": "C/C(Cl)=C/Br", "homo_energy_ev": -9.3, "charge": 0, "homo_lumo_gap_ev": 10.2, "species": ["C", "H", "H", "H", "Br", "H", "Cl", "C", "C"], "xyz": [[0.788, 0.426, -1.027], [-0.086, -1.158, 1.665], [0.287, 0.530, 1.737], [1.793, 0.827, -0.778], [0.664, 0.364, -2.936], [-1.320, 0.121, 1.505], [-1.542, -0.863, -1.079], [-0.365, -0.205, 1.182], [-0.220, -0.042, -0.269]]}

#two
{"formula": "C3H4BrCl", "method": "wB97M-V/def2-TZVPD", "smiles": "C/C(Cl)=C/Br", "homo_energy_ev": -9.3, "charge": 0, "homo_lumo_gap_ev": 10.2, "species": ["H", "H", "H", "C", "C", "H", "Br", "C", "Cl"], "xyz": [[-1.743, -0.337, 1.015], [-1.801, -0.912, -0.689], [-1.506, 0.781, -0.249], [-1.350, -0.235, 0.010], [0.433, -0.372, -0.096], [0.940, 1.612, 0.514], [3.012, 0.753, -0.173], [1.181, 0.681, 0.173], [0.834, -1.971, -0.505]]}

Relative energies, unit kJ/mol: #one 0.0; #two 67.2

#one
{"formula": "CH9NO2", "method": "wB97M-V/def2-TZVPD", "homo_energy_ev": -9.5, "charge": 0, "homo_lumo_gap_ev": 10.0, "species": ["O", "H", "N", "O", "H", "H", "H", "C", "H", "H", "H", "H", "H"], "xyz": [[1.341, -1.004, 1.697], [-0.814, 0.807, -1.858], [-0.808, 0.619, -0.841], [-0.869, -1.773, -0.107], [1.950, -1.134, 1.088], [0.537, -1.293, 1.287], [0.453, 0.889, 0.807], [0.450, 1.227, -0.309], [-0.694, -0.637, -0.602], [1.377, 0.736, -0.702], [0.413, 2.310, -0.455], [-1.650, -1.742, 0.433], [-1.685, 0.995, -0.438]]}

#two
{"formula": "CH9NO2", "method": "wB97M-V/def2-TZVPD", "homo_energy_ev": -9.4, "charge": 0, "homo_lumo_gap_ev": 7.4, "species": ["H", "N", "H", "H", "O", "O", "H", "H", "H", "H", "C", "H", "H"], "xyz": [[-0.879, -0.295, -0.685], [-0.614, -1.097, 1.259], [0.413, 1.179, -2.240], [-0.892, 0.489, -1.106], [0.452, 1.420, 0.666], [0.984, 0.764, -1.580], [0.045, -1.778, -0.533], [-1.702, -1.988, -0.293], [1.243, 1.637, 1.164], [-0.500, -0.060, 1.284], [-0.857, -1.328, -0.128], [0.668, 0.981, -0.405], [-1.307, -1.433, 1.913]]}

Relative energies, unit kJ/mol: #one 0.0; #two 445.3